Below is a cluster of 5 separate species, C23H47B3O11S4 in total, with properties calculated with ωB97M-V/def2-TZVPD.

Geometry as XYZ:
```
88
C23H47B3O11S4 (ωB97M-V/def2-TZVPD)
C -0.61 0.53 2.36
C 0.64 0.35 1.85
C 1.08 0.63 0.42
B 0.72 2.12 0.05
O 0.55 2.50 -1.27
B -0.01 3.76 -1.36
O 0.63 4.76 -0.66
B 0.82 4.40 0.66
C 1.27 5.41 1.77
C -0.05 5.78 2.53
C 2.24 4.76 2.76
C 3.48 4.16 2.11
O 0.57 3.08 1.04
H -1.50 0.05 1.97
H -0.76 1.24 3.16
H 1.42 0.01 2.53
H 2.16 0.50 0.39
H 0.64 -0.04 -0.33
H -1.02 3.92 -1.96
H 1.69 6.31 1.30
H 0.14 5.73 3.61
H -0.81 5.02 2.36
H -0.43 6.75 2.26
H 1.69 3.97 3.26
H 2.55 5.48 3.52
H 4.08 3.68 2.89
H 3.26 3.38 1.39
H 4.12 4.92 1.65
O -4.78 -0.07 4.85
S -4.07 1.15 4.55
O -2.64 1.23 4.69
C -4.54 1.69 2.91
C -5.77 2.57 3.14
C -5.44 3.43 4.36
C -4.85 2.51 5.44
H -4.73 0.82 2.29
H -3.71 2.26 2.50
H -5.99 3.17 2.26
H -6.64 1.94 3.35
H -4.70 4.19 4.09
H -6.32 3.95 4.74
H -4.10 3.00 6.05
H -5.62 2.08 6.07
O -3.24 -2.20 0.15
S -1.89 -2.62 0.42
O -0.78 -1.71 0.24
C -1.82 -3.33 2.06
C -2.13 -4.80 1.85
C -1.33 -5.23 0.60
C -1.57 -4.15 -0.47
H -2.53 -2.81 2.70
H -0.80 -3.18 2.43
H -1.85 -5.40 2.72
H -3.20 -4.94 1.67
H -0.28 -5.28 0.84
H -1.64 -6.20 0.24
H -0.70 -4.00 -1.11
H -2.44 -4.36 -1.08
O 4.86 2.27 -6.59
S 3.42 2.29 -6.60
O 2.67 1.56 -7.59
C 2.83 1.85 -4.96
C 2.75 3.18 -4.22
C 2.13 4.17 -5.21
C 2.86 4.00 -6.55
H 3.52 1.13 -4.52
H 1.85 1.39 -5.08
H 2.16 3.08 -3.31
H 3.75 3.51 -3.94
H 1.07 3.95 -5.34
H 2.21 5.20 -4.86
H 2.20 4.17 -7.41
H 3.74 4.63 -6.62
O 1.74 -9.40 -0.54
S 1.40 -8.04 -0.87
O 0.56 -7.26 0.01
C 2.90 -7.14 -1.22
C 3.11 -7.35 -2.72
C 1.73 -7.18 -3.37
C 0.73 -8.00 -2.54
H 3.70 -7.53 -0.61
H 2.72 -6.09 -0.99
H 3.84 -6.64 -3.12
H 3.49 -8.36 -2.90
H 1.45 -6.13 -3.36
H 1.73 -7.51 -4.41
H -0.25 -7.55 -2.51
H 0.66 -9.03 -2.89
```

Computed properties:
energy relative to the best compared isomer or geometry (same formula, charge and spin) = 22.9 kcal per mole
E_LUMO = 0.3 eV
multiplicity = 1
maximum force = 1.9 eV Å⁻¹
electronic energy = -92509.589 eV
structure (SMILES) = C=CCB1OBOB([C@@H](C)CC)O1.O=S1(=O)CCCC1.O=S1(=O)CCCC1.O=S1(=O)CCCC1.O=S1(=O)CCCC1



Below is a structure of composition C34H40AlN8O2P, with properties calculated with ωB97M-V/def2-TZVPD.

Geometry as XYZ:
```
86
C34H40AlN8O2P (ωB97M-V/def2-TZVPD)
Al -0.75 -0.07 0.44
C 0.73 2.82 -1.39
C -0.70 3.23 -1.20
C -1.24 4.17 -2.06
C -2.56 4.58 -1.93
C -3.34 4.02 -0.93
C -2.83 3.09 -0.04
C -3.71 2.51 1.02
C -1.48 2.71 -0.17
N -0.97 1.76 0.76
C -0.62 2.24 1.99
O -0.41 3.40 2.29
C -0.53 1.11 2.98
C -0.66 1.17 4.36
C -0.72 -0.04 5.06
C -0.64 -1.26 4.38
C -0.48 -1.22 3.00
N -0.41 -0.06 2.36
C -0.51 -2.38 2.02
O -0.27 -3.52 2.33
N -0.86 -1.89 0.80
C -1.42 -2.76 -0.18
C -0.64 -3.59 -0.98
C 0.85 -3.64 -0.83
C -1.27 -4.38 -1.94
C -2.65 -4.33 -2.10
C -3.41 -3.48 -1.32
C -2.81 -2.68 -0.36
C -3.60 -1.72 0.45
H 0.97 2.79 -2.45
H 0.91 1.83 -0.95
H 1.39 3.54 -0.91
H -0.62 4.59 -2.83
H -2.96 5.32 -2.59
H -4.38 4.33 -0.84
H -4.75 2.59 0.73
H -3.57 3.05 1.96
H -3.47 1.46 1.21
H -0.75 2.12 4.86
H -0.87 -0.03 6.13
H -0.73 -2.20 4.89
H 1.20 -2.72 -0.36
H 1.33 -3.78 -1.79
H 1.12 -4.48 -0.19
H -0.67 -5.03 -2.56
H -3.13 -4.96 -2.83
H -4.48 -3.45 -1.45
H -4.58 -1.56 0.01
H -3.08 -0.74 0.50
H -3.74 -2.07 1.47
C 4.95 -1.24 0.69
N 4.18 -1.10 2.01
C 4.49 0.29 2.56
N 4.15 1.28 1.62
C 4.90 1.11 0.39
N 4.62 -0.19 -0.19
C 3.28 -0.28 -0.73
P 1.96 -0.06 0.58
C 2.73 -1.28 1.81
C 2.73 1.43 1.41
H 4.70 -2.21 0.25
H 6.01 -1.20 0.93
H 4.52 -1.81 2.66
H 5.56 0.33 2.78
H 3.93 0.42 3.49
H 5.97 1.19 0.60
H 4.62 1.89 -0.31
H 3.16 -1.25 -1.22
H 3.16 0.50 -1.49
H 2.54 -2.31 1.47
H 2.23 -1.15 2.78
H 2.24 1.60 2.37
H 2.56 2.32 0.80
N -1.42 0.35 -5.57
C -1.33 0.17 -4.26
C -2.37 0.54 -3.37
C -2.19 0.40 -2.03
N -1.07 -0.08 -1.47
C -0.09 -0.48 -2.30
C -0.18 -0.39 -3.66
H -2.26 0.70 -5.99
H -0.66 0.08 -6.18
H -3.28 0.96 -3.76
H -2.98 0.70 -1.35
H 0.78 -0.90 -1.82
H 0.64 -0.72 -4.28
```

Computed properties:
E_LUMO = -5.5 eV
multiplicity = 1
total charge = +2
maximum force = 1.2 eV Å⁻¹
electronic energy = -67801.180 eV



Below is a cluster of 14 separate species, C41H119N19O14 in total, with properties calculated with ωB97M-V/def2-TZVPD.

Geometry as XYZ:
```
193
C41H119N19O14 (ωB97M-V/def2-TZVPD)
C -14.91 7.17 11.78
O -14.18 6.80 10.87
N -15.19 8.49 11.94
N -15.49 6.35 12.72
H -14.72 9.20 11.39
H -15.75 8.80 12.72
H -16.08 6.79 13.40
H -15.20 5.40 12.81
C -18.71 11.34 6.82
O -18.64 11.33 8.04
N -18.04 10.51 5.96
N -19.63 12.10 6.16
H -17.51 9.70 6.28
H -17.99 10.88 5.02
H -20.26 12.67 6.69
H -19.71 12.08 5.16
C -16.21 11.86 2.80
O -17.13 11.98 3.59
N -15.81 12.85 1.92
N -15.44 10.75 2.60
H -16.17 13.77 2.06
H -15.12 12.62 1.23
H -15.40 9.93 3.21
H -14.80 10.81 1.84
C -11.43 5.60 8.31
O -10.97 4.69 8.96
N -11.15 5.86 6.99
N -12.32 6.54 8.75
H -11.54 6.66 6.52
H -10.53 5.24 6.51
H -12.42 7.38 8.20
H -12.77 6.43 9.65
C -18.66 10.67 11.52
O -18.77 10.58 12.73
N -17.70 10.04 10.80
N -19.54 11.31 10.69
H -17.61 10.19 9.81
H -17.05 9.45 11.27
H -20.11 12.06 11.02
H -19.35 11.18 9.70
C -10.37 10.83 5.92
C -10.96 9.50 5.52
C -9.87 8.51 5.16
O -9.23 8.95 3.99
C -8.43 7.97 3.36
N -11.85 8.95 6.57
H -11.13 11.52 6.28
H -9.83 11.26 5.07
H -9.58 10.65 6.66
H -11.55 9.60 4.60
H -10.24 7.48 5.04
H -9.18 8.42 6.02
H -7.69 8.42 2.70
H -9.01 7.21 2.83
H -7.99 7.40 4.19
H -12.57 9.65 6.74
H -11.36 9.00 7.47
C -10.96 6.18 1.64
C -11.57 5.25 0.59
C -12.47 6.03 -0.35
O -13.38 6.88 0.34
C -14.13 7.66 -0.56
N -10.48 4.59 -0.15
H -10.37 5.59 2.34
H -11.80 6.65 2.15
H -10.38 6.96 1.15
H -12.19 4.51 1.09
H -13.02 5.43 -1.09
H -11.85 6.67 -1.01
H -14.85 7.05 -1.12
H -13.49 8.14 -1.31
H -14.62 8.44 0.01
H -9.93 5.26 -0.66
H -10.95 4.01 -0.85
C -13.05 3.69 5.44
C -14.33 3.01 4.96
C -14.67 3.34 3.50
O -15.77 2.60 3.04
C -17.01 2.84 3.70
N -14.09 1.56 5.03
H -12.16 3.47 4.85
H -12.80 3.32 6.44
H -13.24 4.75 5.59
H -15.14 3.36 5.60
H -13.85 3.18 2.81
H -14.91 4.42 3.39
H -17.06 2.19 4.56
H -17.80 2.61 2.99
H -17.08 3.91 3.94
H -14.80 1.07 4.49
H -13.21 1.35 4.57
C -18.87 2.17 11.10
C -17.53 1.99 10.38
C -17.04 3.33 9.89
O -15.94 3.13 9.02
C -15.49 4.36 8.50
N -16.59 1.41 11.39
H -19.14 1.31 11.71
H -19.66 2.41 10.38
H -18.80 3.07 11.72
H -17.61 1.27 9.57
H -16.74 3.97 10.73
H -17.85 3.85 9.34
H -14.56 4.09 7.98
H -15.18 5.06 9.28
H -16.16 4.87 7.79
H -16.38 2.20 12.01
H -15.70 1.36 10.88
C -19.41 7.40 4.86
C -19.71 7.61 3.38
C -19.12 6.53 2.51
O -17.71 6.52 2.67
C -17.03 5.64 1.80
N -21.19 7.68 3.20
H -19.64 8.26 5.47
H -18.39 7.06 5.03
H -20.06 6.60 5.24
H -19.26 8.55 3.03
H -19.34 6.67 1.44
H -19.50 5.51 2.69
H -17.31 5.79 0.75
H -17.22 4.60 2.09
H -15.96 5.82 1.90
H -21.59 7.21 4.00
H -21.39 7.06 2.41
C -12.09 12.17 9.28
C -12.73 10.86 9.72
C -11.69 9.84 10.20
O -10.79 9.55 9.15
C -9.84 8.59 9.56
N -13.74 11.04 10.77
H -12.87 12.81 8.87
H -11.33 12.00 8.52
H -11.71 12.78 10.10
H -13.21 10.42 8.84
H -12.16 8.92 10.57
H -11.19 10.26 11.09
H -10.30 7.66 9.90
H -9.21 9.01 10.35
H -9.18 8.27 8.75
H -13.28 11.36 11.62
H -14.39 11.78 10.52
C -12.67 12.73 3.87
C -12.91 14.01 4.62
C -14.13 13.83 5.52
O -13.94 12.78 6.46
C -14.73 11.63 6.29
N -11.74 14.28 5.53
H -11.85 12.77 3.15
H -13.47 12.43 3.18
H -12.54 11.89 4.55
H -13.07 14.89 3.99
H -15.00 13.65 4.87
H -14.33 14.75 6.07
H -15.67 11.80 5.77
H -14.95 11.16 7.26
H -14.14 10.89 5.73
H -12.09 14.42 6.48
H -11.34 13.35 5.66
C -13.92 7.25 4.20
C -15.24 7.33 4.97
C -15.03 7.93 6.33
O -16.27 8.19 6.98
C -16.14 8.23 8.39
N -16.08 8.30 4.19
H -13.07 7.07 4.86
H -13.70 8.11 3.57
H -13.97 6.39 3.52
H -15.77 6.38 5.07
H -14.45 8.85 6.39
H -14.44 7.22 6.94
H -15.31 8.86 8.73
H -15.94 7.24 8.81
H -17.10 8.63 8.70
H -16.43 7.73 3.41
H -16.86 8.57 4.77
C -22.99 9.23 6.12
C -23.12 9.49 7.61
C -21.81 9.31 8.36
O -21.46 7.95 8.29
C -20.25 7.69 8.98
N -23.53 10.91 7.75
H -22.23 9.81 5.59
H -23.93 9.44 5.61
H -22.66 8.20 5.95
H -23.84 8.81 8.07
H -21.95 9.62 9.40
H -21.04 9.93 7.88
H -19.96 6.65 8.84
H -20.43 7.86 10.05
H -19.48 8.40 8.66
H -24.32 11.08 7.13
H -23.91 11.07 8.68
```

Computed properties:
energy relative to the best compared isomer or geometry (same formula, charge and spin) = 0.0 kcal per mole
E_LUMO = 0.1 eV
multiplicity = 1
maximum force = 2.4 eV Å⁻¹
electronic energy = -101425.552 eV



Below is a cluster of 2 separate species, C8H13FNO in total, with properties calculated with ωB97M-V/def2-TZVPD.

Geometry as XYZ:
```
24
C8H13FNO (ωB97M-V/def2-TZVPD)
C 4.08 0.39 -0.54
C -1.51 1.23 -0.03
C -1.81 0.10 0.99
C -0.65 -1.59 -0.70
C -0.03 1.62 -0.20
C 0.29 -0.53 -1.38
C -0.83 -1.08 0.75
C 0.83 0.34 -0.30
N 0.52 -0.49 1.02
O 2.97 0.78 -0.59
F 4.68 -0.50 0.22
H -1.84 0.87 -0.94
H -2.04 2.03 0.35
H -1.49 0.56 2.03
H -2.77 -0.23 1.06
H -1.57 -1.73 -1.26
H -0.15 -2.45 -0.70
H 0.11 2.20 -1.18
H 0.05 2.37 0.66
H 1.04 -1.00 -1.96
H -0.28 0.08 -2.06
H -1.12 -1.79 1.51
H 0.31 -0.04 1.90
H 1.21 -1.14 1.35
```

Computed properties:
energy relative to the best compared isomer or geometry (same formula, charge and spin) = 47.4 kcal per mole
E_LUMO (alpha / beta) = -3.9 / -4.5 eV
multiplicity = 1
total charge = +1
maximum force = 5.4 eV Å⁻¹
electronic energy = -14750.191 eV



Below is a structure of composition C5H9ClN, with properties calculated with ωB97M-V/def2-TZVPD.

Geometry as XYZ:
```
16
C5H9ClN (ωB97M-V/def2-TZVPD)
C -1.71 1.55 0.07
C -2.21 0.30 0.00
C -0.21 1.28 -0.03
C -0.30 -0.09 -0.56
C 1.95 -0.93 0.09
N 0.47 -1.16 0.17
Cl -3.53 -0.57 0.13
H -2.06 2.43 0.37
H 0.25 1.99 -0.77
H 0.36 1.42 0.88
H -0.40 -0.23 -1.56
H 2.17 -0.76 -1.05
H 2.12 -0.08 0.73
H 2.74 -1.72 0.48
H 0.26 -1.28 1.19
H 0.10 -2.16 -0.15
```

Computed properties:
energy relative to the best compared isomer or geometry (same formula, charge and spin) = 82.2 kcal per mole
E_LUMO = -3.6 eV
multiplicity = 1
total charge = +1
maximum force = 6.2 eV Å⁻¹
electronic energy = -19332.399 eV



Below is a cluster of 2 separate species, C3H11N2O2 in total, with properties calculated with ωB97M-V/def2-TZVPD.

Geometry as XYZ:
```
18
C3H11N2O2 (ωB97M-V/def2-TZVPD)
C 1.03 -1.28 -0.47
C -0.99 -0.43 0.42
C -0.94 1.04 0.03
N -2.02 -1.04 -0.21
N 0.43 1.63 0.51
O 2.00 -0.19 -0.39
O -0.89 1.30 -1.34
H 1.29 -2.15 0.17
H 0.89 -1.40 -1.53
H -0.85 -0.78 1.40
H -1.82 1.63 0.47
H -2.09 -0.75 -1.24
H -2.23 -2.02 -0.02
H 0.25 2.12 1.43
H 0.64 2.30 -0.26
H 1.15 0.84 0.43
H 2.54 -0.20 0.44
H -0.21 0.83 -1.87
```

Computed properties:
energy relative to the best compared isomer or geometry (same formula, charge and spin) = 114.6 kcal per mole
E_LUMO (alpha / beta) = -3.3 / -3.3 eV
multiplicity = 1
total charge = +1
maximum force = 3.3 eV Å⁻¹
electronic energy = -10354.782 eV



Below is the molecule C3H2ClNO, with properties calculated with ωB97M-V/def2-TZVPD.

Geometry as XYZ:
```
8
C3H2ClNO (ωB97M-V/def2-TZVPD)
O -1.06 1.94 -0.11
C -0.47 1.07 0.48
C -0.46 -0.15 1.01
N -0.38 -0.94 -0.14
C 0.57 -0.59 -0.94
Cl 2.06 -0.39 -0.45
H -0.70 -0.26 2.16
H 0.43 -0.69 -2.02
```

Computed properties:
energy relative to the best compared isomer or geometry (same formula, charge and spin) = 76.3 kcal per mole
E_LUMO = 0.2 eV
multiplicity = 1
maximum force = 5.3 eV Å⁻¹
electronic energy = -19199.334 eV
structure (SMILES) = O=C=C/N=C\Cl



Below is a cluster of 2 separate species, C3H2O3 in total, with properties calculated with ωB97M-V/def2-TZVPD.

Geometry as XYZ:
```
8
C3H2O3 (ωB97M-V/def2-TZVPD)
C 2.11 -0.09 3.46
C 0.20 -0.10 -0.42
C 2.03 1.23 2.94
O 1.90 -1.15 3.91
O 3.22 0.68 3.15
O 1.38 -0.24 -0.33
H -0.26 0.62 -1.13
H -0.51 -0.66 0.20
```

Computed properties:
energy relative to the best compared isomer or geometry (same formula, charge and spin) = 114.0 kcal per mole
E_LUMO = -1.0 eV
multiplicity = 1
maximum force = 1.5 eV Å⁻¹
electronic energy = -9280.582 eV



Below is a cluster of 2 separate species, C2H3N2O2 in total, with properties calculated with ωB97M-V/def2-TZVPD.

Geometry as XYZ:
```
9
C2H3N2O2 (ωB97M-V/def2-TZVPD)
C 2.84 -0.96 1.33
C -0.91 0.48 -0.29
N 3.70 -0.48 1.92
N -0.04 -0.23 0.37
O 0.39 -1.32 -0.12
O 0.40 0.15 1.50
H 2.03 -1.38 0.77
H -1.26 1.41 0.14
H -1.25 0.14 -1.25
```

Computed properties:
energy relative to the best compared isomer or geometry (same formula, charge and spin) = 53.0 kcal per mole
E_LUMO = 4.5 eV
multiplicity = 1
total charge = -1
maximum force = 1.1 eV Å⁻¹
electronic energy = -9195.405 eV



Q: Among the records above, which one has the lowest electronic energy?
A: C41H119N19O14



Q: Which formula does entry 5 have?
A: C5H9ClN



Q: Which value of multiplicity does entry 6 give?
A: 1